C22H24N6O9Pt as an isolated structure. Source: OMol25; level of theory: ωB97M-V with the def2-TZVPD basis set.

```
62
Properties=species:S:1:pos:R:3
Pt -0.24953 0.02788 0.15054
C -3.98646 4.45224 3.84552
O -4.62951 3.19137 3.90901
C -4.18993 2.21253 3.10446
C -4.93482 1.01158 3.14663
C -4.54805 -0.05015 2.39225
C -3.41811 -0.01100 1.53588
C -2.96315 -1.17092 0.83963
C -3.58743 -2.52892 1.04190
O -2.00324 -1.17595 0.02630
C -2.70624 1.23716 1.43168
O -1.74036 1.48403 0.61328
C -3.10546 2.31067 2.26689
H -4.60121 5.12801 4.43385
H -3.93455 4.81847 2.81795
H -2.98248 4.40931 4.27421
H -5.80622 0.96985 3.78451
H -5.15185 -0.94343 2.44175
H -4.39499 -2.55000 1.76168
H -2.79494 -3.20337 1.37100
H -3.94323 -2.90288 0.08047
H -2.53692 3.22355 2.15939
O 1.71534 -2.33713 3.15440
C 1.23185 -2.09475 2.06384
O 1.09081 -0.89594 1.60202
C 0.78290 -3.30252 1.22708
C 0.46671 -3.23592 -0.11958
C -0.02579 -4.35371 -0.77286
C -0.16394 -5.56862 -0.13331
C 0.23154 -5.64018 1.19149
C 0.68832 -4.52760 1.87736
N 0.15570 -6.93439 1.88087
O -0.25766 -7.88223 1.24154
O 0.51058 -6.97371 3.03988
N -0.43867 -4.22521 -2.17134
O -1.13331 -5.10935 -2.63274
O -0.06486 -3.24052 -2.77728
H 0.59679 -2.32506 -0.68754
H -0.56023 -6.43261 -0.64431
H 0.96674 -4.59783 2.91924
C 0.94449 2.69416 0.41890
N 1.38180 1.42527 -0.23725
C 2.68570 1.02136 0.36665
N 3.67908 2.06617 0.20504
C 3.19547 3.28607 0.85168
N 1.93510 3.74131 0.25927
C 2.14489 3.97082 -1.17047
N 2.60582 2.75662 -1.84919
C 1.61393 1.71080 -1.67710
C 3.86054 2.33228 -1.22111
H 0.78804 2.49546 1.47952
H 0.00215 3.01232 -0.02723
H 3.03259 0.11257 -0.12695
H 2.53314 0.80674 1.42209
H 3.94578 4.07096 0.74518
H 3.03730 3.08621 1.91285
H 2.89425 4.75298 -1.30068
H 1.20698 4.29963 -1.62267
H 1.96445 0.80109 -2.16723
H 0.67480 2.02609 -2.13495
H 4.60166 3.12311 -1.34612
H 4.22145 1.42684 -1.71298
```

The total charge is 0. Its total energy is -1977.5206 Eh. As for the HOMO-LUMO gap (spin up / spin down): 7.074 / 7.033 eV. As for the relative energy (zero: lowest compared OMol25 entry of this formula, charge and spin): 206.7 kJ/mol.

=====

C22H24NORuS4Si as an isolated structure. Source: OMol25; level of theory: ωB97M-V with the def2-TZVPD basis set.

```
54
Properties=species:S:1:pos:R:3
Ru -0.02147 -0.64051 -0.76491
S 1.00494 -0.68706 -2.92910
C 2.22384 0.57336 -2.74497
C 2.57316 1.34305 -3.85509
C 3.53181 2.33613 -3.76245
C 4.18023 2.57571 -2.55840
C 3.86068 1.81206 -1.44911
C 2.87893 0.83366 -1.53366
S 2.48697 -0.17253 -0.11750
C 2.31746 1.06495 1.19991
C 1.06841 0.91981 2.03836
C 0.96611 1.66336 3.20875
C -0.20873 1.60198 3.93395
C -1.23928 0.79375 3.48090
C -1.05428 0.06683 2.31603
C -2.13783 -0.81975 1.77390
S -2.58261 -0.38117 0.06185
C -2.80149 1.37208 0.28844
C -3.97887 1.79675 0.89667
C -4.18615 3.13422 1.17854
C -3.20234 4.05426 0.83229
C -2.04247 3.63865 0.20736
C -1.80742 2.28840 -0.09058
S -0.34660 1.87193 -0.95979
N 0.08228 0.13899 1.61902
H 2.06591 1.15837 -4.79262
H 3.77570 2.92608 -4.63624
H 4.93773 3.34436 -2.48564
H 4.38127 1.97343 -0.51324
H 2.30772 2.04763 0.72589
H 3.19119 1.00084 1.84830
H 1.79037 2.28808 3.52647
H -0.32681 2.18529 4.83762
H -2.17897 0.73259 4.01218
H -3.02904 -0.75024 2.39480
H -1.79192 -1.85225 1.71603
H -4.73363 1.06070 1.14760
H -5.10318 3.45736 1.65250
H -3.34575 5.10653 1.04330
H -1.28754 4.36220 -0.07181
C 1.58709 -4.21655 -1.22834
Si -0.15838 -3.84925 -0.65323
C -0.73142 -5.24537 0.46018
C -1.31863 -3.74469 -2.12932
O -0.21226 -2.43111 0.17757
H 1.65476 -5.24305 -1.59995
H 2.29429 -4.11682 -0.40199
H 1.90384 -3.54567 -2.02949
H -0.78458 -6.17972 -0.10566
H -1.72069 -5.05364 0.88037
H -0.03797 -5.39915 1.28951
H -1.11639 -4.55278 -2.83805
H -1.21699 -2.80595 -2.68182
H -2.36100 -3.83610 -1.81533
```

The total charge is 0. Its total energy is -2959.9246 Eh. As for the HOMO-LUMO gap (spin up / spin down): 7.092 / 6.300 eV. The expectation value of S² is 8.768. The multiplicity is 6.

=====

C22H25BaINO as an isolated structure. Source: OMol25; level of theory: ωB97M-V with the def2-TZVPD basis set.

```
51
Properties=species:S:1:pos:R:3
C -0.39443 3.54098 1.52002
C 0.21401 2.98590 0.36637
C -0.75092 2.20696 -0.31256
H 1.23209 3.16890 0.02990
C -1.97452 2.29212 0.41298
C -1.75361 3.12048 1.54453
H -2.93360 1.89009 0.08625
C 2.71587 0.68587 3.29064
C 2.73287 1.57016 2.17975
C 2.55256 0.80162 1.00254
H 2.91869 2.64013 2.22429
C 2.38404 -0.55590 1.38524
C 2.52282 -0.63088 2.80546
H -0.61199 1.72860 -1.28200
H -2.49410 3.40255 2.29320
H 0.08967 4.18945 2.25306
H 2.51017 -1.55392 3.39360
H 2.60395 1.16745 -0.02557
H 2.84800 0.96247 4.33343
Ba -0.39217 0.56222 2.45496
C 1.93681 -1.71430 0.50484
C 2.46323 -3.03488 1.08628
C 2.39727 -1.53119 -0.93987
H 3.55449 -2.97644 1.20141
H 2.22590 -3.88048 0.42666
H 2.04872 -3.24335 2.08264
H 3.49195 -1.40592 -0.96454
H 1.93395 -0.65587 -1.41760
H 2.13169 -2.41335 -1.53941
C 0.37230 -1.63083 0.60016
C -0.56376 -2.76716 0.22027
H 0.00879 -0.73366 0.05423
H 0.14913 -1.64300 1.70352
O -0.56219 -3.75215 0.96953
N -1.43406 -2.56017 -0.85530
C -2.42526 -1.46794 -0.82113
H -1.85473 -3.44191 -1.13189
C -2.31955 -0.53922 -2.02334
C -3.25744 0.49478 -2.21239
H -4.12383 0.56371 -1.54099
C -3.08409 1.42034 -3.24843
H -3.79917 2.24006 -3.36829
C -1.99712 1.29293 -4.12054
H -1.85567 2.01896 -4.91470
C -1.10361 0.22968 -3.98404
H -0.27283 0.08803 -4.67090
C -1.27653 -0.69971 -2.94555
H -0.61850 -1.56916 -2.82390
H -2.32010 -0.89834 0.12128
H -3.43957 -1.90106 -0.79336
I -0.42561 1.93633 5.38925
```

The total charge is -1. Its total energy is -1306.6196 Eh. As for the HOMO-LUMO gap: 6.116 eV. As for the relative energy (zero: lowest compared OMol25 entry of this formula, charge and spin): 0.0 kJ/mol.

=====

no.,strongest force on any atom (eV Å⁻¹)
1,1.8
2,0.5
3,2.5